(1)
Entry from the OMol25 dataset: C21H45F4N2O7OsP2Si4 as an isolated structure (ωB97M-V with the def2-TZVPD basis set).

```
86
Properties=species:S:1:pos:R:3:forces:R:3
Os 0.700 1.057 -0.525 -0.4 -0.1 -0.4
C 1.223 0.966 -3.867 0.0 0.0 -0.1
N 1.383 0.221 -2.614 0.2 0.0 0.1
C 0.612 -1.031 -2.601 0.1 -0.1 -0.1
C 2.817 0.021 -2.302 0.0 0.0 0.0
C 3.041 -0.693 -0.982 0.0 0.1 0.1
N 2.307 -0.048 0.119 0.0 -0.2 0.1
C 2.547 -0.531 1.397 0.1 0.0 0.0
C 1.865 0.040 2.481 0.1 -0.1 0.1
F 1.029 1.070 2.247 0.0 0.0 0.0
C 1.981 -0.400 3.781 0.0 0.0 -0.1
F 1.256 0.216 4.723 0.0 0.0 0.0
C 2.814 -1.446 4.114 0.0 0.0 0.0
C 3.524 -2.012 3.077 0.0 0.1 0.0
F 4.354 -3.030 3.325 0.0 0.0 0.0
C 3.421 -1.576 1.766 -0.1 0.1 0.1
F 4.190 -2.227 0.876 0.0 0.1 -0.1
H 1.599 0.384 -4.716 0.0 0.0 0.0
H 1.786 1.893 -3.806 0.0 0.0 0.0
H 0.171 1.193 -4.028 0.0 0.0 0.0
H 1.274 -1.899 -2.622 -0.1 0.0 -0.1
H -0.042 -1.069 -3.473 0.0 0.1 0.0
H 0.136 -1.685 -0.768 -0.2 0.0 0.0
H 3.268 1.014 -2.260 0.0 0.0 0.0
H 3.308 -0.536 -3.108 0.0 0.0 0.0
H 4.116 -0.659 -0.805 0.0 0.0 0.0
H 2.770 -1.751 -1.055 0.0 0.0 0.0
H 2.923 -1.789 5.131 0.0 0.0 0.0
C -1.689 -5.308 0.373 0.0 -0.1 0.1
C -0.350 -5.177 -0.328 0.0 -0.1 0.0
O 0.195 -6.463 -0.518 0.0 0.0 0.0
P 0.776 -4.108 0.640 0.1 -0.1 0.1
O 2.244 -4.398 0.152 0.0 -0.2 0.0
O 0.796 -4.698 2.112 -0.1 0.1 0.0
O 0.396 -2.689 0.517 0.0 0.1 0.0
P -0.564 -4.382 -2.034 -0.1 0.1 0.1
O -1.691 -5.286 -2.724 0.1 -0.2 -0.1
O 0.756 -4.387 -2.711 0.1 0.0 -0.1
O -0.192 -1.036 -1.440 0.1 0.1 0.1
H -1.563 -5.918 1.268 0.0 0.0 0.0
H -2.406 -5.807 -0.276 0.0 0.0 0.0
H -2.085 -4.329 0.651 0.0 0.0 0.0
H 0.940 -6.408 -1.133 0.0 0.0 0.0
H 2.683 -5.180 0.518 0.0 0.1 0.0
H 0.069 -4.422 2.688 0.1 0.0 -0.1
H -1.385 -5.751 -3.519 -0.1 0.0 0.1
C -2.634 1.184 -3.071 0.0 0.0 0.1
Si -3.217 1.432 -1.309 0.0 0.1 0.0
C -4.020 -0.134 -0.650 0.0 0.1 -0.1
C -4.354 2.918 -1.197 0.0 -0.1 -0.1
Si -1.370 1.745 0.150 0.4 0.0 0.4
Si -1.985 2.100 2.433 -0.1 0.0 0.0
C -2.238 0.346 3.066 0.0 0.1 0.0
C -3.606 3.048 2.488 0.1 -0.1 0.0
C -0.678 3.018 3.420 -0.1 0.1 -0.1
Si 1.330 3.413 -0.450 0.0 0.0 0.0
C -0.065 4.667 -0.216 0.1 0.0 0.0
C 2.586 3.569 0.950 -0.1 0.1 -0.1
C 2.194 3.910 -2.054 -0.1 0.1 0.1
H -3.486 1.099 -3.749 0.0 0.0 0.0
H -2.044 0.270 -3.156 0.0 0.0 0.0
H -2.026 2.026 -3.409 0.0 0.0 0.0
H -4.888 -0.392 -1.262 0.0 0.0 0.0
H -4.362 -0.022 0.380 0.0 0.0 0.0
H -3.319 -0.970 -0.690 0.0 0.0 0.0
H -5.222 2.756 -1.842 0.0 0.0 0.0
H -3.856 3.826 -1.543 0.0 0.0 0.0
H -4.716 3.097 -0.186 0.0 0.0 0.0
H -3.068 -0.153 2.563 0.0 0.0 0.0
H -2.465 0.378 4.135 0.0 0.0 0.0
H -1.342 -0.259 2.935 0.1 0.0 0.0
H -4.442 2.465 2.098 0.0 0.0 0.0
H -3.554 3.986 1.934 0.0 0.0 0.0
H -3.833 3.297 3.528 0.0 0.0 0.0
H 0.205 3.260 2.832 0.0 0.0 0.0
H -0.349 2.407 4.262 0.0 0.0 0.0
H -1.087 3.950 3.812 0.0 0.0 0.0
H -0.606 4.500 0.719 0.0 0.0 0.1
H -0.777 4.605 -1.043 0.0 0.0 0.0
H 0.306 5.695 -0.189 0.0 0.0 0.0
H 2.117 3.583 1.933 0.0 0.0 0.0
H 3.128 4.512 0.828 0.0 0.0 0.0
H 3.315 2.758 0.940 0.0 0.0 -0.1
H 1.518 3.903 -2.910 0.0 0.0 0.0
H 3.076 3.318 -2.294 0.0 -0.1 0.0
H 2.529 4.944 -1.925 0.0 0.0 0.0
```
Positions in Å, forces in eV/Å.

Properties
**Frontier orbital gap (spin up / spin down)**: 6.8 / 6.2 eV
**Net charge**: +1
**HOMO level (spin up / spin down)**: -0.372 / -0.383 Eh
**F_max**: 0.0109 Eh/bohr
**Spin multiplicity**: 5
**E_LUMO (spin up / spin down)**: -3.4 / -4.2 eV

Löwdin population analysis, charges in e, atoms 1 to 4: 1.078 -0.052 -0.288 -0.258


(2)
Entry from the OMol25 dataset: one molecule with the formula C23H25ClN2O2 (ωB97M-V with the def2-TZVPD basis set).

```
53
Properties=species:S:1:pos:R:3:forces:R:3
O 5.559 -0.802 0.940 0.4 0.0 -0.1
C 4.199 -0.669 0.605 -0.6 -0.2 -0.2
C 4.064 -0.135 -0.837 0.4 0.1 0.4
O 2.775 -0.239 -1.380 -0.4 0.1 -0.2
C 1.808 0.655 -1.031 0.1 0.2 0.1
C 1.965 1.701 -0.155 0.4 -0.4 -0.1
C 0.909 2.595 0.083 -0.4 0.2 -0.1
C -0.287 2.463 -0.559 0.2 0.2 0.2
C -0.488 1.403 -1.466 0.3 -0.2 -0.1
C -1.699 1.245 -2.170 0.0 -0.1 -0.2
C -1.877 0.203 -3.037 -0.1 0.2 0.0
C -0.852 -0.731 -3.238 0.2 -0.1 0.0
C 0.342 -0.596 -2.584 0.0 -0.1 -0.1
C 0.558 0.474 -1.693 -0.1 0.1 0.0
C 3.445 -1.999 0.774 0.1 0.3 0.1
N 2.018 -1.799 0.880 -0.1 -0.2 0.0
C 1.620 -1.168 2.134 -0.1 0.2 0.2
C 0.251 -1.683 2.589 0.2 0.1 0.1
N -0.673 -1.733 1.488 0.3 -0.1 0.0
C -1.574 -0.728 1.227 -0.4 0.2 0.0
C -1.590 0.485 1.925 0.1 -0.1 0.1
C -2.553 1.441 1.677 -0.2 -0.1 -0.1
C -3.525 1.210 0.720 0.1 -0.1 0.1
Cl -4.722 2.421 0.395 -0.2 0.2 -0.1
C -3.534 0.022 0.011 0.0 0.1 0.2
C -2.573 -0.933 0.263 0.1 0.0 0.0
C -0.237 -2.604 0.412 0.0 -0.3 -0.2
C 1.241 -2.979 0.566 -0.1 0.0 0.0
H 5.962 -1.463 0.365 0.0 0.0 0.0
H 3.808 0.058 1.321 0.0 0.0 -0.1
H 4.443 0.894 -0.889 0.0 -0.1 0.0
H 4.687 -0.759 -1.491 0.0 0.1 0.1
H 2.900 1.867 0.356 0.1 0.0 0.0
H 1.068 3.404 0.781 0.0 0.1 0.0
H -1.090 3.163 -0.387 -0.1 0.1 0.0
H -2.484 1.969 -2.013 -0.1 0.1 0.0
H -2.809 0.093 -3.573 -0.1 0.0 0.0
H -1.009 -1.555 -3.920 0.0 -0.1 0.0
H 1.145 -1.299 -2.742 0.0 -0.1 0.0
H 3.861 -2.508 1.665 0.0 0.0 -0.1
H 3.641 -2.626 -0.101 0.0 0.0 0.0
H 1.556 -0.087 1.965 0.0 0.0 0.2
H 2.359 -1.355 2.930 0.0 0.0 0.0
H 0.350 -2.699 2.989 0.0 0.1 0.1
H -0.145 -1.060 3.388 0.0 -0.1 0.0
H -0.833 0.709 2.659 0.1 0.0 0.1
H -2.541 2.373 2.222 0.0 0.1 0.0
H -4.296 -0.159 -0.731 -0.1 0.0 -0.1
H -2.606 -1.859 -0.287 0.0 -0.1 -0.1
H -0.837 -3.525 0.394 0.0 0.0 -0.1
H -0.364 -2.081 -0.540 0.0 -0.1 0.1
H 1.591 -3.372 -0.391 0.0 0.0 0.0
H 1.364 -3.780 1.317 0.0 0.0 -0.1
```
Positions in Å, forces in eV/Å.

Properties
**Frontier orbital gap**: 8.1 eV
**SMILES**: O[C@@H](COc1cccc2ccccc12)CN1CCN(c2ccc(Cl)cc2)CC1
**Energy above the lowest of the compared OMol25 structures with the same formula, charge and spin**: 1.7030 eV
**HOMO level**: -0.273 Eh
**F_max**: 0.0128 Eh/bohr
**Spin multiplicity**: 1
**E_LUMO**: 0.6 eV

Löwdin population analysis, charges in e, atoms 1 to 4: -0.016 -0.351 -0.134 -0.047


(3)
Entry from the OMol25 dataset: C25H45BClF4PTi as an isolated structure at a distorted geometry (ωB97M-V with the def2-TZVPD basis set).

```
78
Properties=species:S:1:pos:R:3:forces:R:3
Ti 0.593 1.942 0.882 -2.7 0.2 3.8
P -0.541 -0.278 0.166 -0.5 0.0 -0.1
Cl -1.674 2.452 1.251 0.3 0.1 0.0
C 1.052 1.066 2.503 -0.1 0.3 -0.9
H 1.917 0.488 2.836 0.0 0.3 0.0
H 0.282 1.101 3.284 0.0 0.0 -0.2
C -1.875 0.238 -1.050 0.2 -0.4 0.4
C -1.404 -0.944 1.697 0.0 0.3 -0.3
C -2.547 -0.855 -1.884 -0.1 0.1 -0.1
H -2.642 0.672 -0.387 0.2 -0.1 -0.2
C -3.697 -0.242 -2.699 0.1 0.0 0.0
H -1.812 -1.307 -2.565 -0.2 0.1 0.0
H -2.937 -1.661 -1.244 0.1 0.3 -0.2
C -3.224 0.917 -3.583 0.1 -0.1 0.0
H -4.170 -1.020 -3.308 0.0 0.1 0.1
H -4.457 0.134 -1.999 0.1 -0.1 -0.1
C -2.477 1.984 -2.777 0.0 -0.1 0.1
H -2.554 0.524 -4.359 0.0 0.0 0.0
H -4.077 1.367 -4.101 0.1 -0.1 0.0
C -1.343 1.374 -1.939 -0.2 0.1 -0.2
H -2.075 2.755 -3.444 -0.1 -0.1 0.1
H -3.181 2.486 -2.099 0.1 -0.1 0.0
H -0.560 0.982 -2.607 -0.1 0.1 0.0
H -0.899 2.178 -1.330 -0.1 -0.3 -0.2
C 0.417 -1.722 -0.527 -0.2 0.2 0.1
C -0.440 -1.743 2.590 -0.1 -0.1 0.0
H -1.631 -0.002 2.223 0.1 -0.3 -0.1
C -1.094 -2.020 3.948 0.0 0.1 -0.1
H -0.164 -2.694 2.110 -0.1 0.1 0.2
H 0.484 -1.174 2.735 -0.2 -0.1 -0.1
C -2.442 -2.727 3.795 0.0 0.0 -0.1
H -0.419 -2.617 4.572 -0.1 0.1 0.0
H -1.249 -1.059 4.459 0.0 -0.1 0.0
C -3.386 -1.966 2.858 0.1 0.1 0.0
H -2.276 -3.737 3.398 0.0 0.1 0.0
H -2.915 -2.849 4.776 0.1 0.0 -0.1
C -2.744 -1.670 1.494 0.1 -0.2 0.0
H -4.314 -2.529 2.713 0.1 0.1 0.1
H -3.654 -1.006 3.322 0.0 -0.1 0.0
H -2.589 -2.613 0.947 -0.1 0.2 0.1
H -3.428 -1.058 0.890 0.2 -0.1 0.2
C 1.061 -1.396 -1.884 0.1 0.0 -0.1
H 1.233 -1.844 0.209 -0.1 0.0 -0.1
C 2.044 -2.503 -2.294 -0.2 0.0 0.0
H 0.281 -1.285 -2.652 0.2 -0.1 0.2
H 1.598 -0.441 -1.842 -0.1 -0.3 0.0
C 1.367 -3.879 -2.315 -0.1 0.0 0.0
H 2.467 -2.273 -3.281 0.0 -0.1 0.2
H 2.874 -2.521 -1.571 -0.1 0.0 -0.1
C 0.649 -4.182 -0.993 0.0 0.2 0.0
H 0.639 -3.913 -3.138 0.1 0.0 0.1
H 2.110 -4.658 -2.519 -0.1 0.1 0.0
C -0.329 -3.061 -0.602 0.0 -0.2 -0.1
H 0.110 -5.135 -1.057 0.2 0.1 0.0
H 1.401 -4.279 -0.193 -0.1 0.0 -0.1
H -1.141 -2.997 -1.342 0.3 -0.1 0.2
H -0.795 -3.310 0.359 0.1 0.1 -0.3
C 2.109 1.864 -0.862 3.2 -2.0 0.3
C 2.585 1.070 0.201 1.2 0.6 -3.5
H 1.471 1.428 -1.639 -0.3 0.1 0.8
C 3.785 1.474 1.006 0.2 0.7 0.3
H 2.292 0.017 0.262 -0.4 0.5 0.1
C 4.096 2.972 0.887 -0.1 0.3 0.1
H 3.666 1.195 2.057 0.0 0.0 -0.2
H 4.665 0.914 0.643 -0.4 -0.1 -0.1
C 4.151 3.416 -0.571 0.1 -0.3 -0.2
H 3.337 3.574 1.398 0.1 -0.3 0.0
H 5.049 3.201 1.381 -0.2 -0.1 -0.1
C 2.846 3.102 -1.336 -0.1 0.9 0.4
H 4.381 4.487 -0.635 -0.1 -0.3 0.0
H 4.976 2.889 -1.069 0.0 0.0 0.1
H 2.190 3.985 -1.283 0.0 -0.3 0.0
H 3.096 2.988 -2.406 -0.3 -0.2 0.3
F 1.026 3.778 1.000 0.3 0.4 -0.4
B 1.197 5.447 2.079 -0.2 -0.5 -0.3
F 0.983 4.859 3.272 0.2 0.6 -0.6
F 2.473 5.722 1.711 -0.7 0.0 0.3
F 0.204 6.128 1.476 0.6 -0.3 0.5
```
Positions in Å, forces in eV/Å.

Properties
**Frontier orbital gap (spin up / spin down)**: 6.4 / 6.4 eV
**HOMO level (spin up / spin down)**: -0.280 / -0.280 Eh
**F_max**: 0.0915 Eh/bohr
**Spin multiplicity**: 1
**E_LUMO (spin up / spin down)**: -1.3 / -1.3 eV

Löwdin population analysis, charges in e, atoms 1 to 4: 0.541 1.059 0.160 -0.194


(4)
Entry from the OMol25 dataset: C5H20AgO9P as an isolated structure at a distorted geometry (ωB97M-V with the def2-TZVPD basis set).

```
36
Properties=species:S:1:pos:R:3:forces:R:3
Ag -5.177 -22.027 -37.446 -0.2 0.3 -0.1
P -5.457 -19.506 -36.212 -0.8 1.9 0.9
O -4.554 -19.059 -35.086 0.5 -0.8 -0.3
O -6.150 -20.915 -35.878 -0.1 -0.1 0.0
O -4.696 -19.942 -37.541 0.3 0.0 0.0
O -6.520 -18.468 -36.540 -0.1 -0.7 -0.4
C -5.679 -25.209 -39.221 -0.2 -0.5 0.5
O -4.853 -24.392 -38.404 0.1 -0.8 -0.5
H -5.315 -26.244 -39.247 0.2 0.1 -0.1
H -6.648 -25.281 -38.726 -0.2 0.4 -0.3
H -5.764 -24.842 -40.246 -0.1 0.2 0.0
H -3.980 -24.788 -38.459 0.3 0.4 0.2
C -2.856 -22.291 -40.295 -0.2 0.7 0.1
O -3.960 -21.791 -39.551 0.4 -0.5 -0.9
H -2.372 -23.049 -39.685 0.1 -0.1 -0.1
H -3.148 -22.695 -41.271 -0.1 -0.2 0.1
H -2.159 -21.469 -40.484 0.2 -0.2 0.0
H -4.284 -21.007 -40.005 -0.2 0.2 0.5
C -6.671 -24.440 -35.364 0.0 -0.4 0.1
O -6.762 -23.587 -36.471 -0.3 -0.5 -0.5
H -7.517 -25.139 -35.322 -0.1 0.1 0.1
H -5.780 -25.058 -35.503 0.0 0.1 -0.1
H -6.566 -23.920 -34.409 -0.1 0.2 -0.1
H -7.466 -22.935 -36.389 0.2 0.2 0.5
C -8.250 -21.145 -38.457 -0.4 0.5 0.6
O -7.143 -21.736 -39.122 0.0 -0.2 -0.3
H -9.100 -20.940 -39.114 0.2 0.0 -0.2
H -8.623 -21.792 -37.653 0.1 -0.1 -0.1
H -7.938 -20.214 -37.973 0.2 0.0 -0.1
H -7.379 -21.987 -40.016 -0.1 0.0 0.0
C -2.329 -22.154 -36.196 0.1 0.8 0.6
O -3.393 -23.106 -36.255 0.8 -0.5 0.0
H -2.588 -21.292 -35.571 -0.3 -0.1 0.0
H -1.408 -22.583 -35.786 0.0 -0.2 -0.3
H -2.170 -21.741 -37.191 0.0 -0.2 -0.1
H -3.330 -23.688 -35.495 -0.2 0.1 0.1
```
Positions in Å, forces in eV/Å.

Properties
**Frontier orbital gap (spin up / spin down)**: 5.4 / 5.3 eV
**Energy above the lowest of the compared OMol25 structures with the same formula, charge and spin**: 0.0000 eV
**Net charge**: -1
**HOMO level (spin up / spin down)**: -0.110 / -0.107 Eh
**F_max**: 0.0440 Eh/bohr
**Spin multiplicity**: 2
**E_LUMO (spin up / spin down)**: 2.4 / 2.4 eV

Löwdin population analysis, charges in e, atoms 1 to 4: 0.862 -0.088 -0.433 -0.393